# 1
DFT (wB97M-V/def2-TZVPD) results for a cluster of 3 separate species, C27H51N2O12PS3 in total.

SMILES: CC(=O)N(C)CCCC[PH](CCCS(=O)(=O)O)(C[C@@H](C)OCc1ccccc1)N=C=O.CCOS(C)(=O)=O.CCOS(C)(=O)=O
Gap between HOMO and LUMO (eV): 8.23
Relative energy (zero: lowest compared OMol25 entry of this formula, charge and spin) (kcal per mole): 447.3
Net charge: 0
HOMO level (eV): -8.57

Last column: Mulliken charge in e.
Atoms and positions in Å:
S  -5.790  -1.895  -2.298  1.0046
S  5.391  1.881  -5.530  1.1393
S  5.548  -3.605  -1.927  1.2012
P  -4.534  0.178  2.201  1.2636
O  5.752  -4.486  -3.058  -0.6334
O  -3.132  2.008  4.419  -0.2003
O  4.249  1.825  -6.416  -0.6519
O  -5.600  3.040  0.119  -0.5617
O  -5.249  -3.008  -3.235  -0.5943
O  5.321  3.258  -4.661  -0.2691
O  6.996  -3.263  -1.263  -0.2635
O  5.729  0.788  -4.641  -0.4951
O  -7.335  -1.691  -2.377  -0.5874
O  -5.001  -0.408  -2.730  -0.4600
O  1.922  0.480  -0.809  -0.5939
O  4.608  -3.914  -0.872  -0.6143
N  1.241  -1.764  -0.057  0.3176
N  -4.399  0.597  0.481  -0.3483
C  -0.724  3.294  3.313  -0.2349
C  -2.227  3.999  3.174  0.3039
C  -3.497  3.375  4.015  -0.3824
C  -5.855  -1.156  1.952  -0.9553
C  -4.893  1.882  0.235  0.4873
C  -4.270  1.267  4.984  0.1219
C  -5.357  -2.338  -0.501  0.2031
C  -1.372  -1.717  0.433  -0.0118
C  1.159  -0.622  -1.045  0.2397
C  0.164  -1.706  1.004  -1.0191
C  7.586  -4.213  -0.386  -0.3284
C  -2.377  -1.858  1.753  -0.4311
C  -3.738  0.686  6.461  -1.1977
C  8.195  -5.372  -1.153  -0.9784
C  6.830  2.291  -6.484  -0.9719
C  -2.687  -0.328  2.252  -0.5624
C  5.195  -1.978  -2.543  -1.0436
C  -2.340  5.315  2.169  -0.4830
C  0.613  3.870  2.551  -0.3668
C  0.258  -0.601  -2.426  -0.7289
C  -0.978  5.886  1.408  -0.3441
C  -4.685  -0.088  4.120  -1.1800
C  0.508  5.204  1.595  -0.3831
C  4.093  2.712  -2.640  -0.8486
C  -6.384  -1.399  0.426  -0.8047
C  4.145  3.534  -3.914  -0.3813
C  1.193  -3.122  -0.725  -0.6480
H  -5.165  2.000  5.167  0.4340
H  -7.368  -2.070  0.524  0.4179
H  -4.046  -1.041  4.449  0.3221
H  3.969  1.648  -2.862  0.1951
H  -5.477  -2.170  2.443  0.3575
H  -3.629  3.993  5.027  0.3486
H  4.174  4.597  -3.652  0.2726
H  -2.018  0.468  1.670  0.4163
H  0.283  -2.622  1.727  0.3784
H  -1.726  -2.410  2.577  0.4730
H  1.464  5.645  1.069  0.2940
H  -0.580  2.335  3.984  0.2121
H  2.073  -3.328  -1.474  0.0810
H  3.250  3.376  -4.524  0.3209
H  -6.742  -0.428  -0.143  0.3204
H  1.646  3.337  2.723  0.2838
H  8.756  -6.028  -0.480  0.3868
H  -4.521  3.457  3.445  0.3474
H  5.021  2.818  -2.070  0.2867
H  -2.310  -0.263  3.383  0.1298
H  -4.248  -1.960  -0.342  -0.4276
H  -4.289  -0.341  6.716  0.3231
H  0.332  -0.715  1.612  0.1425
H  7.422  -5.971  -1.641  0.2926
H  6.600  3.146  -7.122  0.3452
H  8.377  -3.693  0.164  0.2656
H  7.652  2.521  -5.803  0.3083
H  6.009  -1.664  -3.198  0.3952
H  -4.930  1.558  2.453  -0.4076
H  -1.610  -2.555  -0.348  0.2904
H  -1.544  -0.680  -0.123  0.1561
H  -5.556  0.376  -2.434  0.3639
H  7.087  1.424  -7.096  0.3663
H  0.185  -3.323  -1.319  0.2313
H  5.088  -1.295  -1.698  0.3853
H  8.867  -5.008  -1.937  0.2578
H  -0.532  0.285  -2.352  0.2584
H  6.857  -4.565  0.352  0.3092
H  -3.323  -2.517  1.552  0.3099
H  0.892  -0.476  -3.410  0.2858
H  -5.447  -3.481  -0.266  0.3900
H  1.244  -3.967  0.111  0.3000
H  3.253  3.025  -2.012  0.3763
H  -0.379  -1.601  -2.539  0.2358
H  -3.960  1.428  7.339  0.3100
H  -2.604  0.426  6.311  0.2660
H  -5.796  -0.340  4.455  0.3174
H  -1.055  6.836  0.725  0.2748
H  4.261  -2.027  -3.107  0.3868
H  -6.813  -0.847  2.595  0.4170
H  -3.369  5.848  2.003  0.2727

# 2
DFT (wB97M-V/def2-TZVPD) results for a structure of composition C27H51N2OP3PbSe.

Gap between HOMO and LUMO (alpha / beta) (eV): 3.61 / 3.51
Relative energy (zero: lowest compared OMol25 entry of this formula, charge and spin) (kcal per mole): 0.0
Net charge: +4
HOMO level (alpha / beta) (eV): -17.73 / -17.73

Last column: Mulliken charge in e.
Atoms and positions in Å:
Pb  -0.710  -0.356  -1.938  1.1002
Se  -1.004  -0.847  -4.531  -0.1497
P  -3.540  -0.324  -1.620  0.6013
P  -0.074  -3.079  -1.369  1.0974
P  -0.278  2.475  -1.062  0.6195
O  1.066  2.498  3.959  -0.6174
N  0.734  1.117  5.773  0.2150
N  -0.597  -0.334  1.404  0.8793
C  -1.338  -0.109  4.043  0.1038
C  0.511  -0.295  -5.529  0.6070
C  1.509  2.827  -0.876  -0.9850
C  1.842  -0.563  -5.147  0.0433
C  -2.083  -0.889  3.160  -1.2176
C  -4.168  1.038  -0.575  -1.1628
C  1.307  0.505  -7.687  -0.5908
C  -4.445  -0.049  -3.181  -1.2629
C  1.725  -3.278  -1.091  -1.2473
C  -0.348  -4.092  -2.865  -1.1685
C  0.179  0.417  2.241  -0.6863
C  -4.404  -1.778  -0.933  -1.2074
C  2.941  2.045  6.539  -0.9888
C  1.432  2.093  6.635  -0.6647
C  0.551  -0.529  7.637  -1.4562
C  -0.175  0.516  3.569  0.3666
C  0.265  0.302  -6.785  -0.5173
C  4.271  -0.189  -2.381  -0.4819
C  0.622  1.449  4.432  -0.1388
C  -0.972  3.246  0.452  -1.0919
C  -0.767  3.673  -2.361  -1.2545
C  4.197  0.076  -1.066  -0.6724
C  2.623  0.197  -7.316  -0.4347
C  0.942  -0.285  6.185  -0.4366
C  -1.697  -1.006  1.834  0.1326
C  2.887  -0.307  -6.034  -0.5533
C  -0.809  -4.096  -0.041  -1.2869
H  2.269  -2.386  -1.438  0.1001
H  2.111  2.035  -1.348  -0.0563
H  2.005  -0.561  6.046  0.3253
H  -0.337  3.045  1.326  0.3314
H  -3.853  -2.691  -1.200  0.2656
H  -0.349  -0.348  0.405  -0.8616
H  1.110  1.865  7.656  0.4133
H  4.283  -0.719  -0.318  0.3239
H  0.492  -1.609  7.805  0.4283
H  1.910  -3.412  -0.017  0.4242
H  4.070  1.098  -0.692  0.3459
H  0.354  -0.941  5.536  0.5190
H  -0.464  -3.427  -3.735  0.2235
H  -3.918  0.848  0.477  0.3446
H  -0.785  -5.159  -0.323  0.4741
H  -5.418  -1.840  -1.351  0.4683
H  3.369  2.768  7.242  0.3869
H  -0.060  4.514  -2.388  0.4754
H  1.074  3.085  6.346  0.3971
H  -1.262  -4.687  -2.740  0.4168
H  -1.628  0.004  5.084  0.7541
H  3.914  -0.501  -5.720  0.4608
H  -0.429  -0.098  7.865  0.3508
H  -4.198  0.941  -3.586  0.3871
H  2.035  -1.001  -4.167  0.2684
H  4.450  -1.209  -2.747  0.3400
H  1.764  2.880  0.193  0.4291
H  -1.066  4.333  0.308  0.4960
H  -2.228  -1.623  1.101  0.3407
H  -1.969  2.825  0.647  0.2442
H  -4.154  -0.808  -3.918  0.4082
H  -5.526  -0.111  -2.990  0.4937
H  -0.249  -3.950  0.893  0.4183
H  1.067  0.883  1.814  0.7340
H  -1.783  4.043  -2.170  0.4010
H  0.513  -4.756  -3.005  0.4524
H  -0.757  3.157  -3.332  0.3594
H  3.438  0.351  -8.023  0.4501
H  4.216  0.601  -3.138  0.2454
H  3.266  2.322  5.530  0.2756
H  -1.853  -3.792  0.126  0.2864
H  -3.701  1.984  -0.881  0.2789
H  2.087  -4.157  -1.642  0.4971
H  -5.258  1.127  -0.679  0.4800
H  -0.764  0.531  -7.061  0.4380
H  1.291  -0.121  8.334  0.3772
H  1.092  0.891  -8.684  0.4396
H  3.333  1.051  6.788  0.2842
H  -2.970  -1.423  3.500  0.4987
H  1.742  3.785  -1.363  0.4779
H  -4.465  -1.706  0.161  0.3945

# 3
DFT (wB97M-V/def2-TZVPD) results for a structure of composition C27H51N2OP3SV.

Multiplicity: 2
Gap between HOMO and LUMO (alpha / beta) (eV): 2.71 / 2.70
<S²>: 0.84
Net charge: +4
HOMO level (alpha / beta) (eV): -17.33 / -17.33

Last column: Mulliken charge in e.
Atoms and positions in Å:
V  -0.055  1.209  -0.263  -1.4565
S  -1.242  -1.312  -2.901  0.1755
P  0.574  1.310  -2.588  1.1254
P  2.112  0.570  0.535  1.1463
P  -2.356  1.109  -0.674  1.5687
O  -1.423  -3.093  4.209  -0.6541
N  -0.705  -2.156  6.139  0.1818
N  -0.529  0.156  1.812  0.9671
C  -1.266  -3.621  0.190  -0.4247
C  0.164  -4.130  -5.168  -0.7253
C  -1.028  -3.442  6.785  -0.1885
C  -0.754  -0.832  4.012  0.8253
C  -0.622  1.370  2.369  -0.3412
C  2.217  2.303  1.150  -1.4620
C  0.394  -1.408  6.744  -0.7206
C  -1.889  -2.234  -5.349  -0.3117
C  -3.444  0.301  -1.849  -1.2400
C  -0.844  -4.281  -6.128  -0.1445
C  1.731  -1.523  5.986  -0.5566
C  1.924  0.438  -3.504  -1.0094
C  -1.858  -3.317  -6.214  -0.7292
C  -0.991  -2.243  -4.239  0.5591
C  0.067  -3.626  0.393  -0.4395
C  -0.948  0.445  4.564  -0.3675
C  -2.165  2.883  -1.109  -1.4688
C  2.677  -0.266  2.044  -1.3170
C  -2.491  -3.784  6.802  -1.3080
C  -0.951  -2.103  4.778  -0.3919
C  -0.521  1.930  -3.954  -1.2947
C  -3.343  1.197  0.844  -1.4250
C  -0.916  1.544  3.721  -1.6995
C  0.177  -3.059  -4.300  -0.2156
C  1.326  2.924  -2.118  -1.4547
C  3.556  0.368  -0.528  -1.1131
C  -0.633  -0.944  2.610  -0.9385
H  -1.846  -2.820  0.713  0.2128
H  2.298  2.769  -1.647  0.3871
H  0.122  -0.343  6.869  0.2944
H  2.568  -1.160  6.606  0.4484
H  0.968  -2.849  -3.586  0.3548
H  -0.491  -4.224  6.224  0.2436
H  -3.363  0.237  1.387  0.3351
H  0.850  0.069  -0.711  0.4466
H  2.096  -0.553  -3.069  0.1422
H  -3.089  -3.000  7.245  0.3229
H  -0.648  -1.939  2.129  -0.1605
H  4.432  0.321  0.132  0.6180
H  3.458  -0.562  -1.103  0.3426
H  0.671  3.454  -1.418  0.3770
H  0.593  -3.404  1.319  0.3539
H  -0.630  -3.381  7.807  0.4343
H  2.217  0.221  2.914  0.2844
H  -2.656  -3.440  -6.938  0.4537
H  -1.288  3.340  -0.605  0.4457
H  1.688  3.014  0.496  0.4978
H  -0.829  -5.125  -6.818  0.4792
H  3.287  2.554  1.183  0.5251
H  1.909  -2.581  5.737  0.3230
H  0.768  -3.477  -0.431  0.1458
H  -1.467  1.374  -4.010  0.3001
H  3.771  -0.153  2.124  0.6386
H  -1.089  2.563  4.048  0.6000
H  2.866  1.002  -3.464  0.4512
H  -2.624  -1.426  -5.397  0.4290
H  -1.153  0.567  5.619  0.7000
H  -4.362  0.894  -1.838  0.6009
H  1.772  2.344  2.158  0.4607
H  -0.046  1.884  -4.947  0.5106
H  -4.337  1.483  0.474  0.5978
H  1.728  -0.936  5.058  -0.1858
H  1.456  3.587  -2.979  0.5549
H  -2.849  -3.985  5.803  0.3366
H  1.649  0.313  -4.556  0.4513
H  -3.082  3.320  -0.695  0.6162
H  -1.729  -4.090  -0.680  0.3898
H  3.617  1.224  -1.208  0.3573
H  -2.624  -4.677  7.404  0.4117
H  -3.013  0.282  -2.868  0.3651
H  -2.926  1.982  1.493  0.4754
H  0.547  -1.809  7.763  0.4652
H  -0.499  2.235  1.667  0.8916
H  -2.085  2.997  -2.197  0.3170
H  2.416  -1.334  2.041  0.3618
H  0.931  -4.882  -5.085  0.4529
H  -3.612  -0.737  -1.516  0.4445
H  -0.724  2.995  -3.772  0.5467

Record order is preserved below.
F_max: 10.85 2.73 2.90 eV/Å